Entry 1:
DFT (ωB97M-V/def2-TZVPD) results for a single C22H23BrN4O2S molecule.

Calculated values
Relative energy (zero: lowest compared OMol25 entry of this formula, charge and spin) ... 4.02 kJ/mol
Charge ... 0
Strongest force on any atom ... 0.83 eV Å⁻¹
Frontier orbital gap ... 7.9 eV
SMILES string ... O=C(NCCN1CCCC1)c1ccc(Cn2c(=S)[nH]c3ccc(Br)cc3c2=O)cc1

Each line ends with the Mulliken charge.
Geometry (Å):
O (2.7569, -0.9484, 0.4485)  -0.6584
C (2.0100, -0.7279, -0.4869)  0.2275
N (2.4121, -0.8017, -1.7771)  -0.0765
H (1.7354, -0.6956, -2.5156)  0.2487
C (3.7550, -1.1636, -2.1628)  -0.6102
H (4.3049, -1.3507, -1.2379)  0.3488
C (3.7938, -2.4011, -3.0868)  -1.0123
N (3.7354, -3.6950, -2.4645)  0.0201
C (2.6012, -3.9948, -1.6123)  -0.2932
C (2.9565, -5.3903, -1.1139)  -0.7146
H (2.3824, -5.6846, -0.2379)  0.3570
H (2.7877, -6.1147, -1.9104)  0.3261
C (4.4555, -5.2594, -0.8227)  -0.6409
H (4.6130, -4.9761, 0.2176)  0.2922
H (4.9875, -6.1910, -1.0058)  0.3158
C (4.9288, -4.1322, -1.7561)  -0.5440
H (5.6618, -4.4808, -2.4902)  0.3572
H (5.3928, -3.3242, -1.1720)  0.2362
H (1.6773, -3.9645, -2.1941)  0.3685
H (2.5102, -3.3091, -0.7570)  0.0584
H (4.7197, -2.3679, -3.6676)  0.3676
H (2.9547, -2.3340, -3.7900)  0.4134
H (4.2201, -0.3175, -2.6819)  0.3798
C (0.5715, -0.3772, -0.2935)  0.7943
C (-0.1391, 0.4285, -1.1779)  -0.7554
C (-1.4673, 0.7230, -0.9356)  -0.4748
C (-2.1096, 0.2207, 0.1906)  1.1713
C (-1.3956, -0.5656, 1.0851)  -0.4108
C (-0.0669, -0.8582, 0.8454)  -0.8831
H (0.5007, -1.4609, 1.5380)  0.4498
H (-1.8797, -0.9359, 1.9755)  0.3731
C (-3.5536, 0.5650, 0.4505)  -2.3028
N (-3.6842, 1.9628, 0.8596)  0.1414
C (-4.0907, 2.8993, -0.0478)  0.2589
S (-4.5131, 2.5695, -1.6057)  -0.3595
N (-4.1632, 4.1928, 0.3747)  -0.0899
C (-3.8525, 4.6137, 1.6399)  0.2535
C (-3.9340, 5.9570, 2.0108)  -0.8678
C (-3.6152, 6.3326, 3.2974)  -0.3730
C (-3.2130, 5.3718, 4.2217)  -0.0866
C (-3.1262, 4.0398, 3.8736)  -0.5878
C (-3.4476, 3.6545, 2.5753)  0.4083
C (-3.3629, 2.2394, 2.1883)  0.7881
O (-3.0492, 1.3515, 2.9462)  -0.6475
H (-2.8158, 3.2832, 4.5777)  0.5762
Br (-2.7822, 5.9139, 5.9901)  -0.1880
H (-3.6762, 7.3686, 3.5926)  0.4258
H (-4.2468, 6.6950, 1.2881)  0.3922
H (-4.4701, 4.8629, -0.3190)  0.2895
H (-4.1546, 0.4272, -0.4504)  0.7378
H (-3.9458, -0.0496, 1.2635)  0.4455
H (-2.0120, 1.3444, -1.6309)  0.2743
H (0.3425, 0.8553, -2.0462)  0.4798

---

Entry 2:
DFT (ωB97M-V/def2-TZVPD) results for a single C22H23ClN2O3 molecule.

Calculated values
Relative energy (zero: lowest compared OMol25 entry of this formula, charge and spin) ... 7.11 kJ/mol
Charge ... 0
Strongest force on any atom ... 0.72 eV Å⁻¹
Frontier orbital gap ... 8.2 eV
SMILES string ... CCCNC(=O)Cc1c(C)n(C(=O)c2ccc(Cl)cc2)c2ccc(OC)cc12

Each line ends with the Mulliken charge.
Geometry (Å):
C (-4.6402, 3.1283, 1.4290)  -1.2972
H (-4.7406, 2.4031, 2.2336)  0.3239
C (-3.2516, 3.0498, 0.8088)  -0.1990
H (-3.1626, 3.7883, 0.0097)  0.2865
H (-2.4976, 3.2791, 1.5666)  0.2681
C (-2.9795, 1.6600, 0.2320)  -0.9249
N (-1.6721, 1.5792, -0.3753)  0.1162
C (-1.4793, 1.3594, -1.6925)  0.7403
O (-2.3785, 1.1653, -2.4804)  -0.6820
C (-0.0025, 1.3723, -2.0966)  -1.2510
C (0.8020, 0.4868, -1.2077)  0.5421
C (0.9352, -0.8678, -1.3088)  0.4029
N (1.7321, -1.3377, -0.2628)  0.2940
C (2.0883, -2.6435, 0.0437)  0.0965
O (3.1173, -2.9011, 0.6277)  -0.6046
C (1.0991, -3.6986, -0.3021)  0.2132
C (-0.2577, -3.5137, -0.0475)  -0.1285
C (-1.1544, -4.5404, -0.2727)  -0.8344
C (-0.6930, -5.7553, -0.7589)  0.3833
C (0.6582, -5.9602, -0.9986)  -0.7064
C (1.5509, -4.9352, -0.7542)  -0.3422
H (2.6082, -5.0790, -0.9172)  0.4400
H (1.0031, -6.9147, -1.3634)  0.4283
Cl (-1.8142, -7.0326, -1.0552)  -0.2076
H (-2.2056, -4.4041, -0.0727)  0.4375
H (-0.6105, -2.5711, 0.3448)  0.5791
C (2.1360, -0.2389, 0.4946)  -1.2306
C (2.9209, -0.1682, 1.6353)  -0.5350
C (3.1073, 1.0696, 2.2089)  -0.8424
C (2.5276, 2.2311, 1.6715)  0.3884
C (1.7334, 2.1593, 0.5394)  0.5588
C (1.5388, 0.9106, -0.0505)  0.5155
H (1.2784, 3.0374, 0.1074)  0.4778
O (2.8071, 3.3805, 2.3516)  -0.4818
C (2.3019, 4.5944, 1.8554)  -0.7395
H (2.6623, 4.7967, 0.8414)  0.3081
H (2.6726, 5.3658, 2.5283)  0.2408
H (1.2063, 4.6092, 1.8613)  0.2684
H (3.7162, 1.1805, 3.0912)  0.4615
H (3.3811, -1.0490, 2.0510)  0.5012
C (0.4457, -1.7293, -2.4183)  -1.7329
H (-0.5542, -2.1149, -2.2210)  0.2537
H (1.1117, -2.5722, -2.5868)  0.4340
H (0.3929, -1.1366, -3.3294)  0.5272
H (0.3616, 2.3995, -2.0307)  0.3607
H (0.0556, 1.0522, -3.1374)  0.2936
H (-0.8715, 1.7318, 0.2187)  0.0976
H (-3.0620, 0.9069, 1.0243)  0.3417
H (-3.7028, 1.4279, -0.5529)  0.4662
H (-4.8203, 4.1202, 1.8358)  0.3659
H (-5.4013, 2.9190, 0.6815)  0.3270

---

Entry 3:
DFT (ωB97M-V/def2-TZVPD) results for a molecular structure, C22H23KN6O7.

Calculated values
Relative energy (zero: lowest compared OMol25 entry of this formula, charge and spin) ... 10.68 kJ/mol
Charge ... -2
Strongest force on any atom ... 0.35 eV Å⁻¹
Frontier orbital gap ... 6.9 eV

Each line ends with the Mulliken charge.
Geometry (Å):
K (-0.4648, 1.0312, -1.2682)  0.8865
O (-2.4884, 1.1876, 1.1308)  -0.5370
C (-1.8823, 2.3448, 1.6649)  -0.0416
C (-2.1550, 3.5848, 0.8316)  -1.4223
N (-1.3836, 3.5871, -0.4124)  1.0026
C (-2.2043, 3.9382, -1.5597)  -0.7300
C (-3.2817, 2.8896, -1.9259)  0.4819
O (-4.1612, 3.2803, -2.7058)  -0.8042
O (-3.1457, 1.7281, -1.4355)  -0.8118
C (-0.2051, 4.4389, -0.3044)  -0.7942
C (0.8231, 4.3267, -1.4659)  0.2536
O (1.3868, 5.3926, -1.7745)  -0.8067
O (1.0228, 3.1779, -1.9404)  -0.6563
H (-2.7677, 1.3745, 0.1978)  0.4339
H (-0.7930, 2.2069, 1.7458)  0.0438
H (-2.2601, 2.4889, 2.6850)  0.3585
H (-1.9393, 4.4872, 1.4245)  0.4104
H (-3.2230, 3.6045, 0.5970)  0.4302
H (-1.5494, 4.0343, -2.4299)  0.3556
H (-2.7041, 4.9114, -1.4331)  0.2442
H (0.3337, 4.1574, 0.6078)  0.3648
H (-0.4772, 5.5025, -0.2123)  0.2990
N (-0.2351, -2.5846, 2.6138)  -0.5434
C (-0.4618, -1.6750, 1.6771)  -0.7947
N (-0.0747, -1.6573, 0.4098)  -0.2687
C (0.6560, -2.7060, -0.0511)  0.1743
N (1.1885, -2.7658, -1.2478)  -0.6522
N (0.8187, -1.7476, -2.0798)  -0.0713
C (1.7025, -1.4477, -2.9503)  -0.5898
C (1.5056, -0.3823, -3.9444)  0.9532
C (2.5716, -0.0232, -4.7699)  -0.7012
C (2.4186, 1.0317, -5.6520)  -0.2802
C (1.2050, 1.6967, -5.6942)  -0.5561
C (0.1936, 1.2556, -4.8525)  -0.1254
N (0.3256, 0.2426, -4.0061)  -0.3591
C (0.9121, -3.8206, 0.8644)  0.7486
C (1.5934, -4.9768, 0.4682)  -0.3267
C (1.8260, -6.0018, 1.3585)  -0.6204
C (1.3731, -5.8797, 2.6793)  -0.4385
C (0.7006, -4.7515, 3.0842)  -0.2025
C (0.4507, -3.6946, 2.1864)  -0.4433
H (-0.8053, -2.1337, 4.1504)  0.6543
H (-1.0469, -0.8116, 1.9872)  0.7948
H (2.6667, -1.9632, -2.9540)  0.2827
H (3.5120, -0.5542, -4.6890)  0.3056
H (3.2428, 1.3431, -6.2825)  0.3841
H (1.0446, 2.5496, -6.3387)  0.3459
H (-0.7703, 1.7539, -4.8474)  0.4288
H (1.9335, -5.0308, -0.5578)  0.4172
H (2.3549, -6.8931, 1.0425)  0.3545
H (1.5498, -6.6808, 3.3887)  0.3830
H (0.3448, -4.6588, 4.1025)  0.2673
C (-0.1523, -2.4438, 5.9778)  -0.7039
O (-1.0336, -1.8322, 5.0755)  -0.5778
C (0.6043, 0.6080, 4.0617)  0.2344
O (1.1377, 0.7824, 5.0373)  -0.2334
H (-0.3051, -3.5298, 6.0453)  0.2613
H (-0.3290, -2.0230, 6.9702)  0.2811
H (0.9008, -2.2697, 5.7194)  0.2567

---

Entry 4:
DFT (ωB97M-V/def2-TZVPD) results for a molecular structure, C22H23MoN4O8P2S4.

Calculated values
<S²> ... 2.0278
Relative energy (zero: lowest compared OMol25 entry of this formula, charge and spin) ... 98.54 kJ/mol
Charge ... -1
Multiplicity ... 3
Strongest force on any atom ... 0.09 eV Å⁻¹
Frontier orbital gap (alpha / beta) ... 5.6 / 5.4 eV

Each line ends with the Mulliken charge.
Geometry (Å):
Mo (0.6733, -0.3080, 0.6895)  0.1390
C (-1.9247, -1.2764, -0.8237)  -1.4500
N (-1.0384, -1.5459, 0.2967)  0.6638
C (-1.3286, -2.5261, 1.1037)  0.1556
C (-0.4530, -2.7411, 2.1639)  -0.3506
C (-0.4283, -3.5490, 3.3069)  -1.0632
C (0.6758, -3.1303, 4.0397)  -0.8514
C (1.2809, -2.0889, 3.3179)  -0.1417
N (0.6125, -1.8619, 2.1824)  0.6507
C (-1.9042, -2.3033, -1.9363)  0.5257
C (-0.9462, -3.3054, -2.0257)  -0.0377
C (-0.9268, -4.1630, -3.1186)  -0.6932
C (-1.8640, -4.0345, -4.1320)  -0.4241
C (-2.8320, -3.0412, -4.0457)  -0.5591
C (-2.8509, -2.1864, -2.9536)  -0.4189
H (-1.6485, -0.3128, -1.2487)  0.0148
H (-2.9501, -1.1665, -0.4544)  0.9137
H (-2.2224, -3.1260, 0.9446)  0.4060
H (-1.1359, -4.3242, 3.5566)  0.4657
H (1.0131, -3.5110, 4.9899)  0.4210
H (2.1403, -1.4957, 3.5814)  0.4145
H (-0.1853, -3.3870, -1.2619)  0.3171
H (-0.1563, -4.9200, -3.1846)  0.3745
H (-1.8385, -4.6989, -4.9861)  0.3851
H (-3.5719, -2.9316, -4.8291)  0.3794
H (-3.6020, -1.4057, -2.8910)  0.3575
S (3.0042, -0.8929, 1.0152)  -0.1930
S (4.1046, 0.8584, 1.1820)  -0.1003
S (3.7468, 1.6862, 3.0353)  -0.1129
S (2.2922, 3.0805, 2.8615)  -0.2971
N (1.7921, 1.7754, -3.9893)  -0.0957
C (1.9627, 1.0207, -2.6872)  -0.0033
C (3.4537, 0.8482, -2.4204)  -1.7149
P (1.1846, -0.6241, -2.7877)  0.6537
O (-0.1909, -0.1710, -3.5407)  -0.5989
O (1.9543, -1.5417, -3.6501)  -0.8469
O (0.8793, -0.9873, -1.3571)  -0.1861
P (1.2563, 2.1816, -1.4330)  0.7165
O (-0.3058, 2.2585, -1.7538)  -0.6949
O (1.9128, 3.4593, -1.7971)  -0.8771
O (1.4188, 1.4722, -0.1076)  0.0042
H (2.4299, 1.4220, -4.7001)  0.3640
H (1.9918, 2.7631, -3.7456)  0.4092
H (0.8256, 1.6736, -4.3108)  0.3364
H (3.9096, 0.2558, -3.2174)  0.4857
H (3.5832, 0.3014, -1.4857)  0.0815
H (3.9427, 1.8174, -2.3132)  0.4124
H (-0.6638, -0.9280, -3.9130)  0.3052
H (-0.8174, 1.9536, -0.9669)  0.5503
O (-1.1806, 1.2226, 0.5532)  -0.7847
C (-0.8060, 1.5881, 1.7177)  0.6052
N (0.1344, 0.8759, 2.3093)  0.9592
C (0.4162, 1.4027, 3.6203)  -0.1985
O (0.9230, 0.7683, 4.5128)  -0.6156
C (-0.4561, 2.6231, 3.7152)  -0.1120
C (-0.6234, 3.5285, 4.7469)  -0.7581
C (-1.5476, 4.5475, 4.5670)  -0.3941
C (-2.2989, 4.6553, 3.3931)  -0.6499
C (-2.1469, 3.7304, 2.3704)  -0.2766
C (-1.2258, 2.7144, 2.5582)  0.3201
H (-0.0259, 3.4499, 5.6450)  0.4440
H (-1.6880, 5.2831, 5.3498)  0.3846
H (-3.0043, 5.4692, 3.2848)  0.3927
H (-2.7249, 3.7986, 1.4575)  0.4915

---

Entry 5:
DFT (ωB97M-V/def2-TZVPD) results for a molecular structure, C22H23N2O7Tc in a non-equilibrium geometry.

Calculated values
<S²> ... 3.8093
Relative energy (zero: lowest compared OMol25 entry of this formula, charge and spin) ... 0.00 kJ/mol
Charge ... -1
Multiplicity ... 4
Strongest force on any atom ... 2.54 eV Å⁻¹
Frontier orbital gap (alpha / beta) ... 4.2 / 6.9 eV

Each line ends with the Mulliken charge.
Geometry (Å):
Tc (-0.9765, -0.1819, -0.1824)  0.4251
C (-1.9423, -0.6017, 1.6929)  -0.1902
C (-1.1318, 0.5609, 1.9049)  -0.7251
C (-1.5659, 1.5916, 1.0127)  -0.5632
H (-0.3712, 0.6667, 2.6719)  0.6027
C (-2.6696, 1.0729, 0.2467)  -0.0447
C (-2.9208, -0.2655, 0.6912)  -1.0018
H (-3.7277, -0.9006, 0.3594)  0.6073
H (-1.8611, -1.5383, 2.2375)  0.5642
H (-1.1272, 2.5824, 0.9211)  0.5355
H (-3.2222, 1.6184, -0.5091)  0.3036
C (-0.0888, -2.3389, -1.3178)  -0.5600
C (-1.4274, -2.1074, -0.7968)  -0.4164
C (-2.0847, -1.1832, -1.7413)  -0.4310
H (-1.9092, -2.7065, -0.0344)  0.6522
C (-1.1789, -1.0120, -2.8558)  -0.2305
C (0.0127, -1.7030, -2.5748)  -1.1626
H (0.8514, -1.7906, -3.2595)  0.4199
H (0.6533, -2.9858, -0.8580)  0.4926
H (-3.1506, -0.9692, -1.7920)  0.5452
H (-1.4395, -0.5498, -3.8048)  0.5843
O (-0.4859, 1.6620, -2.3086)  0.1221
C (-1.1118, 2.6037, -3.1643)  1.6753
C (-0.0914, 3.7278, -2.8359)  -0.6478
C (-2.5173, 2.9757, -2.7461)  -1.9731
C (-1.0523, 2.1473, -4.6053)  -1.8543
C (0.5836, 2.6291, -2.0205)  -0.5316
H (-0.5249, 4.5299, -2.2346)  0.3032
H (0.4866, 4.0782, -3.6881)  0.3373
H (1.5184, 2.2868, -2.4869)  0.1960
H (0.6655, 2.7822, -0.9393)  0.1669
H (-2.8296, 3.8779, -3.2851)  0.4569
H (-2.5738, 3.1734, -1.6705)  0.4071
H (-3.2194, 2.1720, -3.0068)  0.3305
H (-1.2262, 3.0149, -5.2568)  0.4202
H (-1.8441, 1.4077, -4.7815)  0.3700
H (-0.0760, 1.7083, -4.8333)  0.4176
O (2.2689, 1.1281, 0.9421)  -0.6924
C (1.7960, 0.0082, 1.0535)  -0.0698
O (0.9067, -0.5403, 0.2228)  -0.1661
C (2.1952, -0.9360, 2.1520)  0.8298
C (1.3639, -2.0061, 2.5213)  -0.1457
C (1.6993, -2.8208, 3.6185)  -0.6066
C (2.9212, -2.6642, 4.2805)  -0.4026
C (3.7782, -1.6381, 3.8583)  -0.0902
C (3.4114, -0.7521, 2.8236)  -0.9308
N (5.0641, -1.4982, 4.4976)  0.9776
O (5.3615, -2.2938, 5.4147)  -0.6363
O (5.8253, -0.5899, 4.1040)  -0.6343
N (0.7058, -3.7430, 4.1094)  0.8938
O (-0.4158, -3.7528, 3.5522)  -0.7595
O (0.9984, -4.4783, 5.0725)  -0.7755
H (0.4444, -2.2114, 1.9830)  0.5372
H (3.1880, -3.3121, 5.1115)  0.5413
H (4.0641, 0.0650, 2.5346)  0.5269

---

Entry 6:
DFT (ωB97M-V/def2-TZVPD) results for a single C22H23N3O2S2 molecule.

Calculated values
Relative energy (zero: lowest compared OMol25 entry of this formula, charge and spin) ... 0.00 kJ/mol
Charge ... 0
Strongest force on any atom ... 0.86 eV Å⁻¹
Frontier orbital gap ... 8.6 eV
SMILES string ... C=CCn1c(SCC(=O)N2CCc3ccccc3C2)nc2sc(C)c(C)c2c1=O

Each line ends with the Mulliken charge.
Geometry (Å):
C (-2.0068, 4.7625, 1.0874)  -0.8282
C (-1.0887, 3.8268, 1.2308)  0.0865
C (-0.6906, 2.8919, 0.1262)  -1.5701
N (-1.1437, 1.5353, 0.4050)  0.5177
C (-0.4307, 0.7085, 1.2072)  0.1706
N (-0.7764, -0.5066, 1.5044)  -0.3119
C (-1.9300, -0.9484, 0.9742)  0.1014
C (-2.7526, -0.2074, 0.1369)  0.3942
C (-3.9037, -0.9396, -0.2815)  -0.0620
C (-3.9235, -2.1986, 0.2371)  0.7034
S (-2.5412, -2.5363, 1.2530)  -0.3435
C (-4.9626, -3.2405, 0.0212)  -1.2047
H (-5.9343, -2.8843, 0.3644)  0.2965
H (-4.7113, -4.1487, 0.5619)  0.4154
H (-5.0504, -3.4754, -1.0399)  0.3023
C (-4.9674, -0.4026, -1.1793)  -1.6427
H (-4.7302, 0.6193, -1.4580)  0.3752
H (-5.0465, -1.0108, -2.0798)  0.3389
H (-5.9334, -0.4219, -0.6759)  0.3346
C (-2.3639, 1.1389, -0.1961)  0.5857
O (-2.9547, 1.9123, -0.9224)  -0.7050
S (1.0832, 1.3148, 1.8541)  -0.0952
C (1.6723, -0.1063, 2.8338)  -0.8577
H (0.9159, -0.8840, 2.7534)  0.4447
H (1.7568, 0.2418, 3.8632)  0.4726
C (3.0641, -0.5109, 2.3736)  0.7021
O (4.0346, -0.2067, 3.0434)  -0.6824
N (3.1901, -1.1920, 1.2180)  0.1984
C (2.1310, -1.6110, 0.3195)  -1.2730
C (2.2579, -0.8132, -0.9489)  0.9524
C (1.2058, -0.1566, -1.5622)  -0.4887
C (1.4379, 0.6233, -2.6828)  -0.7695
C (2.7219, 0.7482, -3.1850)  -0.6317
C (3.7738, 0.0739, -2.5868)  -0.9993
C (3.5459, -0.7154, -1.4721)  0.7359
C (4.6047, -1.5337, -0.7966)  -0.8469
C (4.5469, -1.3939, 0.7294)  -0.8737
H (4.9783, -2.2821, 1.2061)  0.2719
H (5.1324, -0.5300, 1.0572)  0.4953
H (5.5984, -1.2528, -1.1454)  0.4017
H (4.4425, -2.5819, -1.0694)  0.3448
H (4.7724, 0.1584, -2.9903)  0.4280
H (2.9037, 1.3667, -4.0512)  0.3905
H (0.6158, 1.1362, -3.1591)  0.4950
H (0.2026, -0.2661, -1.1778)  0.6044
H (2.2693, -2.6807, 0.1088)  0.2754
H (1.1507, -1.4828, 0.7733)  0.4072
H (0.3963, 2.8741, 0.0008)  0.5685
H (-1.1721, 3.1914, -0.8079)  0.5248
H (-0.5878, 3.6700, 2.1761)  0.2891
H (-2.2855, 5.4145, 1.8975)  0.2808
H (-2.5166, 4.9124, 0.1502)  0.2802